This record from the OMol25 dataset describes the ion C5H6N with charge +1 at a distorted geometry. The level of theory is the ωB97M-V functional and the def2-TZVPD basis.

Calculated values
DFT total energy = -6759.1582 eV
Orbital gap = 10.11 eV
Charge = +1

Last column: Mulliken charge in e.
Element x y z (Å)
C: -2.91 -0.14 0.12  -0.780
C: -1.63 -0.26 0.04  0.416
C: -0.28 -0.38 0.11  0.127
C: 1.31 -0.90 0.40  -0.165
C: 1.89 0.46 0.31  -0.242
N: 0.78 0.14 -0.68  -0.110
H: -3.36 0.67 0.71  0.260
H: -3.66 -0.69 -0.53  0.257
H: 1.48 -1.92 0.29  0.340
H: 1.85 1.30 1.14  0.276
H: 2.88 0.37 -0.25  0.287
H: 0.87 0.23 -1.73  0.333


This record from the OMol25 dataset describes a cluster of 2 separate species, C27H32BF3O4S in total at a distorted geometry. The level of theory is the ωB97M-V functional and the def2-TZVPD basis.

Calculated values
DFT total energy = -56373.8376 eV
Orbital gap = 7.85 eV

Last column: Mulliken charge in e.
Element x y z (Å)
C: -4.06 -3.66 1.43  -1.046
O: -2.80 -3.83 0.74  -0.305
C: -2.31 -2.76 0.06  0.690
C: -1.21 -3.01 -0.79  -1.088
C: -0.34 -1.98 -1.09  -0.145
C: -0.58 -0.68 -0.61  1.192
C: 0.40 0.45 -0.73  0.116
O: 1.63 0.14 -1.32  0.016
C: 1.68 -0.01 -2.75  -1.066
B: -0.47 1.74 -1.66  1.121
O: -1.67 2.20 -1.23  -0.612
C: -1.47 3.63 -1.05  1.666
C: -2.73 4.28 -1.58  -1.963
C: -1.38 3.90 0.45  -1.944
C: -0.13 3.95 -1.85  1.852
C: -0.33 4.77 -3.11  -2.021
C: 0.98 4.60 -1.03  -1.814
O: 0.37 2.65 -2.27  -0.434
C: -1.77 -0.44 0.10  -0.877
C: -2.68 -1.44 0.37  -0.771
H: -4.30 -4.65 1.80  0.256
H: -3.96 -2.95 2.26  0.367
H: -4.83 -3.31 0.72  0.417
H: -1.02 -4.04 -1.10  0.403
H: 0.54 -2.19 -1.69  0.098
H: 0.58 0.96 0.24  -0.342
H: 0.75 0.33 -3.24  0.341
H: 2.54 0.60 -3.08  0.241
H: 1.86 -1.07 -2.98  0.326
H: -2.66 5.37 -1.51  0.370
H: -2.94 3.98 -2.61  0.366
H: -3.58 3.97 -0.96  0.449
H: -1.30 4.98 0.64  0.461
H: -2.30 3.54 0.94  0.467
H: -0.53 3.39 0.92  0.191
H: -0.69 5.77 -2.84  0.370
H: 0.62 4.88 -3.63  0.506
H: -1.05 4.28 -3.79  0.356
H: 0.66 5.56 -0.63  0.363
H: 1.31 3.95 -0.21  0.197
H: 1.85 4.78 -1.68  0.484
H: -1.97 0.58 0.44  0.413
H: -3.62 -1.22 0.89  0.385
C: 5.18 1.03 -0.24  -1.277
C: 4.09 0.36 0.50  0.788
C: 3.25 0.96 1.43  -0.730
C: 2.26 0.08 1.93  -0.593
C: 2.28 -1.17 1.34  0.607
C: 1.44 -2.31 1.68  1.249
C: 0.31 -2.14 2.50  -0.810
C: -0.52 -3.22 2.80  -0.859
C: -0.21 -4.47 2.28  0.694
C: -1.06 -5.66 2.62  0.882
F: -1.40 -6.36 1.49  -0.259
F: -0.40 -6.53 3.45  -0.285
F: -2.22 -5.32 3.25  -0.288
C: 0.91 -4.67 1.47  -1.245
C: 1.72 -3.59 1.17  -0.682
S: 3.66 -1.29 0.28  -0.377
H: 5.61 1.83 0.38  0.361
H: 5.97 0.33 -0.50  0.368
H: 4.78 1.49 -1.15  0.238
H: 3.35 2.01 1.72  0.400
H: 1.55 0.35 2.71  0.481
H: 0.04 -1.16 2.89  0.115
H: -1.38 -3.10 3.44  0.398
H: 1.11 -5.66 1.07  0.436
H: 2.59 -3.75 0.53  0.334


Number 1: highest occupied orbital energy -14.23 eV. Number 2: highest occupied orbital energy -7.51 eV.